(1)
Density functional theory data (ωB97M-V/def2-TZVPD) for a molecular structure, C11H4Cl5NNiOS.

Geometry as XYZ:
```
24
Properties=species:S:1:pos:R:3:forces:R:3:lowdin_spin:R:1
H -0.75169 3.06807 -2.19133 -0.002 0.009 -0.013 0.0000
Cl -0.72674 -0.68639 6.17496 -0.001 0.010 0.011 -0.0015
Ni -0.60978 -0.39420 0.25179 0.392 0.136 0.296 1.0894
C -0.08312 2.33702 -2.61808 0.020 -0.026 -0.022 -0.0007
Cl -0.29519 -3.57148 5.10969 0.009 -0.016 0.006 -0.0003
Cl -2.29437 -1.26895 -0.98414 -0.093 -0.040 -0.001 0.0701
C 0.95910 0.24803 -2.14345 -0.002 0.093 -0.173 0.0037
N 0.15792 1.29514 -1.79379 -0.087 0.069 0.143 0.0008
C 1.54237 0.32146 -3.42710 0.041 -0.092 0.081 0.0032
C -0.38350 -2.52479 2.61349 -0.092 0.200 0.093 -0.0172
O -0.40734 1.35958 -0.59385 0.046 -0.045 -0.193 0.0263
Cl -1.04258 1.73350 4.17330 0.012 0.007 0.006 0.0027
H 1.77974 1.39214 -5.25018 -0.002 0.006 0.003 -0.0001
C -0.53039 -1.41545 1.82272 0.008 -0.085 -0.166 -0.1188
C 0.48057 2.41724 -3.86032 -0.006 -0.023 0.047 0.0019
S 1.21185 -1.04851 -1.06799 -0.135 0.009 0.024 0.0535
H 2.17068 -0.50913 -3.71544 0.006 0.014 -0.013 0.0009
Cl -0.14817 -4.11416 1.98544 0.021 -0.020 -0.012 0.0017
H 0.25789 3.26474 -4.49119 0.010 -0.004 -0.011 0.0002
C -0.45330 -2.26631 3.98544 0.002 0.046 0.059 0.0074
C -0.71669 -0.17616 2.24257 -0.135 -0.071 -0.013 -0.1115
C 1.31991 1.37543 -4.27047 -0.018 0.030 -0.044 -0.0009
C -0.78568 0.11916 3.58246 -0.025 -0.120 -0.133 -0.0148
C -0.65147 -0.95598 4.46548 0.030 -0.088 0.028 0.0039
```
Forces are in eV/Å.

Calculated values
- 2S+1: 2
- HOMO (spin up / spin down): -0.17972 / -0.18516 hartree
- Total charge: -1
- Energy relative to the best compared isomer or geometry (same formula, charge and spin): 0.0 kJ/mol
- Total energy: -129500.838 eV
- Gap between HOMO and LUMO (spin up / spin down): 7.643 / 7.794 eV

=====

(2)
Density functional theory data (ωB97M-V/def2-TZVPD) for a molecular structure, C11H5Cl5CrN7O2S2Te.

Geometry as XYZ:
```
34
Properties=species:S:1:pos:R:3:forces:R:3:lowdin_spin:R:1
C -1.13420 2.44420 -0.33920 0.217 -0.485 -0.204 0.0102
S 0.22580 -0.10460 -2.99470 0.493 -0.501 -0.479 0.0425
N 2.64760 -1.64850 -5.34780 -0.426 0.029 0.412 0.0544
O -2.51800 -2.50810 0.14770 -0.748 -1.679 0.368 -0.0912
C -0.13390 1.47150 -0.52810 0.150 1.406 0.058 -0.0103
H -2.68130 -2.15470 3.39060 0.037 0.158 0.022 -0.0024
O -2.65680 -0.78910 -1.23880 -1.202 0.990 -1.670 -0.0373
H -3.05380 -2.38600 1.71690 0.102 0.079 0.024 -0.0024
C 1.46290 3.32140 -0.18350 -0.194 0.385 0.210 -0.0028
C -0.88030 3.77350 -0.04840 0.224 0.201 0.085 -0.0022
N -1.34610 -0.07630 3.06460 -0.016 -0.288 0.143 -0.0118
C -2.06440 -0.75220 2.07480 -0.106 -0.012 -0.052 -0.0352
C 0.58310 -2.82090 -2.81230 0.061 2.351 0.234 -0.0183
C 0.95790 -1.63460 -3.44880 -1.976 -0.318 1.971 0.0961
H -0.82460 -0.75050 3.63870 -0.200 0.156 -0.458 0.0009
S -0.40040 -2.79790 -1.38150 0.183 -0.992 -0.754 0.0479
Te 1.02110 -1.93660 0.53710 0.912 -0.332 0.831 0.2522
N -0.56690 1.01610 2.61680 0.249 0.196 -0.177 0.0091
N -2.21430 -1.30920 -0.15930 -1.992 -1.888 0.876 -0.1654
H -0.10270 1.41390 3.42710 -0.152 -0.091 -0.153 0.0002
N 1.14610 -5.12820 -3.71770 0.041 0.305 0.158 -0.0244
Cl -2.78360 1.97630 -0.54700 -0.294 0.524 -0.070 0.0065
N -1.96370 -0.40900 0.82840 0.678 1.293 1.970 -0.0063
Cl 3.09310 3.87760 -0.09150 0.249 0.101 0.008 -0.0014
Cl -2.16770 4.89510 0.17150 -0.252 0.257 0.083 -0.0015
Cl 2.50010 0.95650 -0.83590 0.362 0.125 0.067 0.0163
Cr -0.68530 -0.49080 -0.84420 1.850 0.686 -1.047 2.8480
C 0.43080 4.22100 0.06640 -0.013 -0.388 -0.153 0.0108
C 1.87000 -1.64230 -4.48730 1.553 -0.069 -1.795 0.0187
H 0.13890 0.73090 1.92620 -0.222 -0.175 0.231 0.0139
Cl 0.76330 5.85900 0.47590 0.088 0.257 0.056 0.0034
C 0.93160 -4.07030 -3.29800 0.439 -1.685 -0.777 -0.0084
C 1.16870 1.99930 -0.48290 -0.332 -0.578 -0.100 0.0104
N -2.92580 -1.72380 2.51020 0.237 -0.017 0.083 -0.0205
```
Forces are in eV/Å.

Calculated values
- 2S+1: 4
- HOMO (spin up / spin down): -0.00594 / -0.05799 hartree
- Total charge: -2
- Energy relative to the best compared isomer or geometry (same formula, charge and spin): 202.5 kJ/mol
- Total energy: -146007.743 eV
- Gap between HOMO and LUMO (spin up / spin down): 4.253 / 5.631 eV

=====

(3)
Density functional theory data (ωB97M-V/def2-TZVPD) for a molecular structure, C11H6AuN3O9S.

Geometry as XYZ:
```
31
Properties=species:S:1:pos:R:3:forces:R:3:lowdin_spin:R:1
N 3.00254 -0.77918 0.98749 0.013 0.216 -0.377 0.1266
C -1.88944 0.74989 0.49503 -0.004 -0.202 -0.048 0.0090
O -1.13257 0.83103 1.50113 0.164 0.095 0.032 0.0822
C 5.11862 -1.86626 0.99474 0.078 0.026 -0.119 0.0062
O -1.64133 -2.74598 -0.53979 0.051 -0.058 -0.007 0.0021
N -2.72615 3.10713 0.86911 0.064 -0.194 -0.594 0.0014
O 0.05798 -1.55158 0.24663 0.145 0.184 0.169 0.0399
Au 0.99124 0.07678 1.40215 0.174 -0.179 0.086 0.5729
O 3.20993 0.38937 -0.99950 -0.169 0.190 -0.144 -0.0030
C 3.64994 -0.34454 -0.14245 0.097 -0.206 0.317 0.0062
H -4.43601 2.56166 -0.98529 0.009 -0.028 0.000 0.0001
O -5.62650 1.40538 -2.74751 0.047 0.105 -0.194 0.0023
C 5.07509 -0.90585 -0.18277 0.016 -0.028 0.043 0.0053
C -2.98604 -0.50059 -1.29165 0.111 -0.072 0.031 0.0005
C 3.78401 -1.64027 1.69980 -0.383 -0.057 0.379 0.0108
O -1.65034 3.50999 1.24516 0.043 0.017 0.184 0.0043
H 5.92429 -1.68577 1.70647 0.010 0.011 -0.014 0.0009
O -3.76733 3.75390 0.96152 -0.071 0.009 0.204 0.0028
C -2.01169 -0.43320 -0.33140 -0.025 0.112 0.014 0.0023
H -3.07765 -1.42142 -1.84838 -0.019 0.004 -0.015 0.0001
H 5.25510 -1.35573 -1.15851 -0.001 -0.034 0.006 0.0004
O 3.49697 -2.18687 2.75112 0.047 0.065 -0.091 -0.0008
C -3.76822 1.73348 -0.80666 0.042 0.054 0.002 -0.0003
C -3.85581 0.56707 -1.53515 -0.243 -0.056 -0.478 0.0038
H 5.76165 -0.06426 -0.07447 0.004 -0.004 -0.009 0.0007
H 5.16661 -2.91563 0.70032 0.007 -0.001 -0.017 0.0003
N -4.87429 0.45425 -2.56283 -0.030 -0.168 0.730 0.0014
S 1.86836 1.72592 2.82218 -0.120 -0.185 -0.187 1.1104
C -2.79286 1.82232 0.15469 -0.011 0.246 0.346 0.0056
C -1.13509 -1.68178 -0.17698 -0.128 0.090 -0.038 0.0035
O -4.99100 -0.60928 -3.15418 0.083 0.047 -0.214 0.0022
```
Forces are in eV/Å.

Calculated values
- 2S+1: 3
- HOMO (spin up / spin down): -0.06485 / -0.08757 hartree
- Total charge: -2
- Total energy: -48926.579 eV
- Gap between HOMO and LUMO (spin up / spin down): 6.483 / 6.732 eV

=====

(4)
Density functional theory data (ωB97M-V/def2-TZVPD) for a molecular structure, C11H6Cl2N2.

Geometry as XYZ:
```
21
Properties=species:S:1:pos:R:3:forces:R:3:nbo_charge:R:1
N -1.83024 -2.95448 1.49818 -0.050 -0.842 0.193 -0.2640
C 2.38213 1.00304 0.35494 1.422 -1.598 0.060 -0.2063
N -1.65019 1.41492 -0.81508 0.356 0.541 -1.081 -0.4345
Cl 4.82490 -0.22708 0.45484 -0.113 0.023 -0.210 0.0178
H 0.76561 -1.97971 -1.25423 -1.443 -0.600 -0.956 0.2364
C 3.14612 -0.16717 0.02845 -1.404 1.216 0.130 -0.0207
C -2.59488 1.59676 0.01284 0.307 2.044 -0.291 0.1356
H -3.03482 2.67772 0.09178 0.589 -2.333 -0.036 0.2200
C -2.21175 -0.61771 0.60602 1.626 1.402 -2.167 -0.0793
C 2.51299 -1.22001 -0.61157 -3.260 5.343 1.970 -0.2075
C -2.93129 0.45516 0.85377 -1.889 0.327 2.351 -0.2889
H 3.07986 -1.90673 -1.01010 2.464 -4.202 -1.749 0.2125
H 0.58251 2.05582 0.53227 0.080 -1.891 -1.017 0.2434
C 1.02815 1.06613 0.15525 0.665 2.847 1.028 -0.1892
H -3.68859 0.62638 1.69296 1.004 -0.627 -1.374 0.2390
C -2.11634 -1.91878 1.09857 0.303 0.657 -0.001 0.2130
C 1.11528 -1.06957 -0.87119 3.044 -0.860 0.730 -0.1677
H 2.90281 1.84283 0.75639 0.246 0.360 0.420 0.2222
C 0.41322 0.03937 -0.50003 -2.914 -0.528 -1.028 -0.1173
Cl -1.61510 -0.85976 -2.20431 0.187 0.319 -0.320 0.0345
C -1.08036 0.14288 -0.86976 -1.221 -1.597 3.350 0.2009
```
Forces are in eV/Å.

Calculated values
- HOMO: -0.33876 hartree
- Energy relative to the best compared isomer or geometry (same formula, charge and spin): 233.6 kJ/mol
- Total energy: -39526.015 eV
- Gap between HOMO and LUMO: 8.359 eV

=====

(5)
Density functional theory data (ωB97M-V/def2-TZVPD) for a single C11H6Cl2N2O3S2 molecule.

Geometry as XYZ:
```
26
Properties=species:S:1:pos:R:3:forces:R:3:nbo_charge:R:1
N -1.33531 0.78991 0.95753 0.135 0.246 -1.283 -0.7067
C 0.30038 3.17460 -1.78744 -0.708 0.920 0.574 -0.1918
C -0.77277 0.12341 -0.00377 -0.572 0.477 0.972 0.5897
H -2.42643 -1.50825 1.23781 0.282 0.483 -0.175 0.2295
C 1.35322 -3.20391 2.87355 -0.378 -0.411 0.335 0.1684
S -0.49709 -1.63599 3.53540 1.837 -2.328 -1.401 0.6337
C 1.43588 1.36091 -2.94414 -1.895 1.764 1.692 -0.1820
C -0.00527 0.89371 -1.01745 0.024 0.241 -0.643 -0.1351
C -1.53320 -1.97941 0.81962 -0.840 -1.177 0.898 -0.1214
C -0.55879 -2.34537 1.91197 0.543 0.278 0.041 -0.2129
H 2.08330 1.11741 -3.74896 0.431 -0.787 -0.349 0.2257
Cl 2.77247 -4.25950 2.92244 -0.899 0.876 0.170 0.0258
C 0.84341 0.44367 -2.01969 0.758 0.541 -1.130 -0.1640
H 1.53929 3.50979 -3.51993 -0.222 -0.472 0.270 0.2313
H -1.93119 -2.92348 0.35509 0.792 0.953 0.020 0.2301
N 0.93344 -2.54978 3.92123 -0.534 0.588 -0.799 -0.5403
C 0.53301 -3.15494 1.68651 -0.401 0.868 0.708 -0.1525
C 1.10871 2.76720 -2.83723 0.533 -1.975 0.376 -0.1804
O -2.70347 2.82524 0.18484 1.154 -0.478 -0.194 -0.8916
H 0.06161 4.23714 -1.63606 0.161 -0.505 -0.161 0.2404
O -0.87223 -1.20565 -0.17058 0.290 0.845 -0.312 -0.4630
C -0.24968 2.24904 -0.90576 -0.164 0.100 0.109 -0.2548
S -1.34172 2.48218 0.52804 0.311 0.529 1.619 2.2238
O -0.69523 3.29974 1.55804 -0.626 -1.542 -1.666 -0.8917
H 1.03826 -0.61528 -2.07338 0.141 -0.143 -0.192 0.2338
Cl 0.91941 -3.89240 0.17234 -0.154 0.109 0.521 0.0559
```
Forces are in eV/Å.

Calculated values
- HOMO: -0.35984 hartree
- SMILES string: O=S1(=O)N=C(OCc2snc(Cl)c2Cl)c2ccccc21
- Total energy: -67340.728 eV
- Gap between HOMO and LUMO: 9.210 eV

=====

Copy entry 1 word for word.
Density functional theory data (ωB97M-V/def2-TZVPD) for a molecular structure, C11H4Cl5NNiOS.

Geometry as XYZ:
```
24
Properties=species:S:1:pos:R:3:forces:R:3:lowdin_spin:R:1
H -0.75169 3.06807 -2.19133 -0.002 0.009 -0.013 0.0000
Cl -0.72674 -0.68639 6.17496 -0.001 0.010 0.011 -0.0015
Ni -0.60978 -0.39420 0.25179 0.392 0.136 0.296 1.0894
C -0.08312 2.33702 -2.61808 0.020 -0.026 -0.022 -0.0007
Cl -0.29519 -3.57148 5.10969 0.009 -0.016 0.006 -0.0003
Cl -2.29437 -1.26895 -0.98414 -0.093 -0.040 -0.001 0.0701
C 0.95910 0.24803 -2.14345 -0.002 0.093 -0.173 0.0037
N 0.15792 1.29514 -1.79379 -0.087 0.069 0.143 0.0008
C 1.54237 0.32146 -3.42710 0.041 -0.092 0.081 0.0032
C -0.38350 -2.52479 2.61349 -0.092 0.200 0.093 -0.0172
O -0.40734 1.35958 -0.59385 0.046 -0.045 -0.193 0.0263
Cl -1.04258 1.73350 4.17330 0.012 0.007 0.006 0.0027
H 1.77974 1.39214 -5.25018 -0.002 0.006 0.003 -0.0001
C -0.53039 -1.41545 1.82272 0.008 -0.085 -0.166 -0.1188
C 0.48057 2.41724 -3.86032 -0.006 -0.023 0.047 0.0019
S 1.21185 -1.04851 -1.06799 -0.135 0.009 0.024 0.0535
H 2.17068 -0.50913 -3.71544 0.006 0.014 -0.013 0.0009
Cl -0.14817 -4.11416 1.98544 0.021 -0.020 -0.012 0.0017
H 0.25789 3.26474 -4.49119 0.010 -0.004 -0.011 0.0002
C -0.45330 -2.26631 3.98544 0.002 0.046 0.059 0.0074
C -0.71669 -0.17616 2.24257 -0.135 -0.071 -0.013 -0.1115
C 1.31991 1.37543 -4.27047 -0.018 0.030 -0.044 -0.0009
C -0.78568 0.11916 3.58246 -0.025 -0.120 -0.133 -0.0148
C -0.65147 -0.95598 4.46548 0.030 -0.088 0.028 0.0039
```
Forces are in eV/Å.

Calculated values
- 2S+1: 2
- HOMO (spin up / spin down): -0.17972 / -0.18516 hartree
- Total charge: -1
- Energy relative to the best compared isomer or geometry (same formula, charge and spin): 0.0 kJ/mol
- Total energy: -129500.838 eV
- Gap between HOMO and LUMO (spin up / spin down): 7.643 / 7.794 eV